Model 1:
The following is a DFT calculation (the ωB97M-V functional and the def2-TZVPD basis) of 8 unconnected molecules or ions with the total composition C38H69F6N12O2P.

ORCA input file:
```
! wB97M-V def2-TZVPD RIJCOSX def2/J DEFGRID3
* xyz 3 2
H 0.413 -1.933 9.012
C 2.320 -0.705 -7.890
C -0.608 0.921 -0.159
H 1.537 1.522 1.334
N 1.447 0.359 -6.068
C -6.332 -4.360 1.078
H -0.540 -3.341 8.480
H 4.889 -1.564 -7.690
H 1.644 -2.207 2.705
O -0.227 -0.797 1.445
H -0.677 11.200 -1.710
C -2.673 -2.443 3.442
H 1.449 6.800 -2.382
H 4.290 -1.974 -1.200
F 2.874 2.719 -3.618
H 1.175 -3.485 8.673
C -1.104 5.774 -2.812
H -3.793 -2.533 -0.998
H 3.138 2.315 1.354
C 0.661 8.958 -2.445
C 2.823 0.385 -6.004
H -2.179 10.749 -2.328
N 3.389 -0.182 -7.168
C -1.281 -4.130 2.016
H 6.582 -1.394 -1.122
F 3.998 4.500 -2.630
H 3.401 0.798 -5.190
C 3.501 -2.278 3.874
C -4.278 0.180 -1.774
C 0.395 -2.797 8.347
C 2.584 1.414 1.618
N 3.359 0.416 0.945
F 2.796 4.171 -0.658
H -3.343 -3.703 7.271
C 2.983 -0.647 0.131
N -3.227 -3.722 5.153
H -1.768 -4.948 0.106
H -0.984 3.961 -1.488
H -0.429 0.874 -5.527
C -3.318 -2.479 4.641
C -1.118 10.702 -2.573
H -6.940 -4.641 -0.920
H -5.411 -4.286 1.656
H -0.670 5.183 -3.618
F 4.042 2.410 -1.583
H -1.537 5.367 -0.612
C -1.073 -0.217 0.677
C 4.773 -0.523 -7.387
H -3.816 -1.655 5.129
H 0.362 0.709 -0.609
H -2.385 -5.517 4.410
N -2.084 -3.636 3.206
H -3.159 -4.082 0.919
N 1.209 -2.311 4.857
C 6.568 -1.094 -0.074
H -4.760 0.813 -2.520
H -7.036 -3.692 1.574
H -1.082 -0.939 6.779
N -0.637 9.372 -2.784
H -2.579 -5.772 1.279
H -2.454 8.236 -3.194
N -5.097 -0.895 -1.441
C 0.310 -1.282 5.052
H -0.486 -4.843 2.234
H -7.929 -2.209 -0.720
C 2.031 -2.651 3.623
H 3.948 -2.900 4.650
C -2.498 -4.453 4.266
C 1.319 -3.034 6.048
C 0.672 7.542 -2.489
H 1.918 -3.923 6.177
H 1.411 9.712 -2.256
H -2.150 5.816 -3.115
H -0.724 -3.325 1.537
H -6.799 0.274 -1.498
C 0.681 0.123 -3.717
N 5.187 -0.636 0.133
H 3.614 -1.231 4.156
C 4.720 0.318 0.983
H 5.403 -0.316 -6.522
H -3.767 -5.297 6.576
H -4.147 0.726 -0.840
N 0.535 -2.428 6.971
H -3.326 -0.209 -2.136
H -0.034 0.338 -2.923
C -2.302 -4.746 1.035
H 0.522 -0.952 -3.806
C 4.082 -1.235 -0.441
C -0.913 5.048 -1.447
H 2.659 1.244 2.692
O -2.262 -0.553 0.642
C -0.163 -1.361 6.400
C -3.797 -4.218 6.424
H 6.785 -2.149 1.820
H -0.049 -0.735 4.193
H 5.378 1.014 1.483
C -1.400 8.255 -2.959
H -2.532 -1.677 2.694
P 2.825 3.450 -2.107
F 1.806 4.587 -2.628
H -4.845 -3.936 6.520
H 5.157 0.088 -8.204
C -6.406 -0.716 -1.322
H 1.916 -0.741 -0.008
H 6.091 -3.180 0.522
H 2.043 -3.732 3.490
H 7.364 -0.382 0.146
N -5.935 -2.839 -0.810
H -0.496 1.909 0.289
H 1.642 0.333 -3.247
H 2.490 -1.333 -8.752
H -0.901 11.204 -3.516
H -5.271 -4.930 -0.726
C 0.561 0.854 -5.071
H 0.181 -0.595 -7.622
C -4.809 -2.173 -1.079
H 0.124 5.136 -1.125
F 1.676 2.360 -1.665
H -6.656 -5.380 1.285
H -1.330 1.039 -0.967
H 3.890 -2.463 2.873
H 0.845 1.902 -4.974
C 1.154 -0.378 -7.205
H 7.803 -2.628 0.448
C -6.065 -4.261 -0.393
C -6.918 -1.917 -0.962
C 6.788 -2.375 0.754
N -0.626 7.119 -2.796
*
```

The calculation puts the HOMO-LUMO gap (spin up / spin down) at 0.82 / 4.89 eV. As for the expectation value of S²: 0.76.

=====

Model 2:
The following is a DFT calculation (the ωB97M-V functional and the def2-TZVPD basis) of 8 unconnected molecules or ions with the total composition C38H69F6N12O2P.

ORCA input file:
```
! wB97M-V def2-TZVPD RIJCOSX def2/J DEFGRID3
* xyz 3 2
H -13.324 -21.702 -19.223
C -13.637 -22.744 -19.160
N -6.137 -25.312 -21.806
H -11.730 -28.543 -24.234
C -6.480 -23.978 -22.015
H -10.542 -30.771 -25.113
C -8.870 -30.179 -27.397
F -11.683 -22.802 -23.408
H -10.216 -26.461 -23.594
C -15.188 -21.317 -23.346
C -16.272 -15.977 -23.585
H -14.648 -18.273 -26.193
H -14.646 -20.802 -24.126
H -5.549 -14.450 -20.399
P -11.163 -21.250 -23.256
O -10.263 -15.728 -20.741
C -8.668 -18.477 -19.460
H -15.559 -13.274 -23.064
H -14.760 -22.585 -26.277
C -10.496 -29.796 -25.573
H -11.347 -27.282 -16.845
H -16.744 -19.020 -22.231
C -8.530 -18.922 -20.944
C -14.124 -15.983 -24.147
H -6.234 -19.216 -18.317
C -11.904 -17.382 -21.617
H -7.552 -25.782 -24.134
H -13.523 -23.012 -18.110
H -13.277 -22.434 -25.140
C -11.778 -25.310 -18.423
H -12.214 -22.962 -20.824
H -13.103 -24.419 -20.461
H -13.413 -18.781 -25.018
H -9.302 -30.360 -28.381
H -9.638 -25.156 -24.686
H -11.307 -18.142 -21.113
H -13.096 -15.695 -24.311
C -14.951 -23.659 -24.370
C -12.623 -23.553 -20.004
H -14.719 -13.393 -20.618
C -15.833 -19.401 -21.770
H -15.863 -24.158 -24.699
H -16.063 -24.045 -21.828
C -16.110 -21.906 -21.431
H -16.357 -21.750 -20.391
N -6.823 -23.360 -20.806
C -14.788 -14.006 -22.825
H -9.645 -18.013 -19.328
C -5.808 -26.357 -22.788
H -9.601 -27.231 -17.297
C -5.392 -17.137 -18.698
F -9.801 -21.614 -24.017
N -15.729 -20.802 -22.148
H -12.854 -17.337 -21.084
C -16.001 -17.098 -24.398
N -10.732 -27.478 -25.815
F -10.687 -19.656 -23.060
H -4.779 -26.149 -23.081
H -7.986 -29.590 -27.640
C -6.343 -18.187 -18.624
H -12.096 -17.723 -22.634
H -9.045 -24.083 -17.049
H -9.353 -27.306 -27.505
H -7.932 -21.799 -21.496
H -7.331 -27.527 -23.884
N -15.344 -22.699 -23.385
H -7.467 -19.110 -21.094
H -4.377 -14.739 -18.999
H -13.258 -17.285 -26.140
H -15.115 -18.805 -22.332
C -6.203 -25.485 -20.438
C -7.321 -22.063 -20.632
C -10.465 -26.653 -16.968
N -11.661 -24.107 -19.083
H -9.083 -19.846 -21.110
C -13.874 -17.925 -25.509
N -9.702 -29.344 -26.632
H -11.174 -24.987 -23.769
N -7.516 -17.679 -19.105
H -8.631 -19.334 -18.787
N -6.004 -16.045 -19.250
H -15.749 -14.755 -21.077
H -14.044 -14.953 -20.754
C -14.108 -23.027 -25.524
H -13.604 -23.694 -26.224
C -6.825 -26.562 -23.903
H -6.579 -23.451 -22.952
C -9.812 -27.962 -26.781
O -11.393 -15.122 -22.443
H -12.519 -26.008 -18.785
H -10.456 -22.370 -18.932
N -10.615 -25.449 -17.681
C -5.407 -14.734 -19.356
C -9.859 -24.259 -17.736
H -12.274 -26.105 -25.353
H -5.744 -27.292 -22.232
N -15.089 -15.244 -23.489
F -11.786 -20.967 -24.683
H -8.654 -31.141 -26.932
C -11.119 -28.657 -25.117
C -6.558 -24.317 -19.816
H -14.644 -22.892 -19.550
H -14.348 -24.335 -23.765
H -6.203 -26.590 -24.798
H -9.028 -18.228 -21.622
C -10.553 -23.406 -18.642
C -7.322 -16.423 -19.544
H -10.768 -25.590 -26.368
F -10.391 -21.685 -21.857
H -16.552 -17.888 -24.886
H -8.172 -22.021 -19.951
H -5.916 -26.386 -19.916
H -6.677 -24.034 -18.780
H -17.161 -15.534 -23.158
C -10.510 -25.676 -24.291
H -13.878 -13.559 -23.226
H -4.451 -17.136 -18.169
H -6.580 -21.274 -20.499
F -12.587 -20.973 -22.468
C -14.773 -14.295 -21.228
N -14.643 -17.109 -24.644
H -6.078 -14.100 -18.777
H -8.046 -15.763 -19.999
C -11.190 -15.979 -21.563
H -10.218 -26.281 -15.973
H -15.783 -19.206 -20.699
C -15.934 -23.029 -22.170
C -11.199 -26.133 -25.527
*
```

The calculation puts the HOMO-LUMO gap (spin up / spin down) at 2.89 / 5.89 eV. As for the expectation value of S²: 0.76.

=====

Short version: model 2 is the least stable of them.

=====

Model 1:
The following is a DFT calculation (the ωB97M-V functional and the def2-TZVPD basis) of 2 unconnected molecules or ions with the total composition CH7N2O2P.

ORCA input file:
```
! wB97M-V def2-TZVPD RIJCOSX def2/J DEFGRID3
* xyz 0 1
H -2.147 1.783 0.024
C -2.427 0.651 0.064
H 1.891 -0.263 1.956
H 1.769 -0.283 -2.192
P 1.327 0.254 -0.054
N 1.546 -0.809 1.213
H 0.921 -1.548 -1.420
N 1.469 -0.721 -1.380
H -3.036 0.629 0.948
H -2.994 0.633 -0.876
O -1.410 -0.295 0.321
H 1.034 -1.559 1.482
O 2.058 1.527 -0.085
*
```

The calculation puts the HOMO-LUMO gap (spin up / spin down) at 8.76 / 6.66 eV.

=====

Model 2:
The following is a DFT calculation (the ωB97M-V functional and the def2-TZVPD basis) of CH7N2O2P in the gas phase.

ORCA input file:
```
! wB97M-V def2-TZVPD RIJCOSX def2/J DEFGRID3
* xyz 0 1
O -0.808 -1.810 1.149
H -1.751 1.571 0.709
H -2.288 0.283 -0.044
N 1.160 0.310 -1.641
H 1.544 -1.407 -0.533
P -0.314 -0.200 0.764
H 0.854 -0.117 2.385
H -0.161 -1.220 -1.093
H 0.490 0.908 -2.111
C 0.669 -0.642 -0.706
N -1.506 0.811 0.216
O 0.430 0.600 1.921
H 1.681 0.913 -1.017
*
```

As for the SMILES: NC[P@@](N)(=O)O. The calculation puts the HOMO-LUMO gap at 9.64 eV.

=====

Short version: model 1 is the least stable of them.

=====

Model 1:
The following is a DFT calculation (the ωB97M-V functional and the def2-TZVPD basis) of CH7N2O2P in the gas phase.

ORCA input file:
```
! wB97M-V def2-TZVPD RIJCOSX def2/J DEFGRID3
* xyz 0 1
H 0.960 1.203 -1.045
H -0.820 -0.754 -2.289
O -2.690 -0.092 0.020
O -0.835 1.541 -0.198
H -0.414 -1.660 1.618
N 0.575 1.794 -0.268
C -0.306 -0.488 1.535
H 0.667 -0.241 1.372
H 0.016 -1.614 -1.281
H -0.888 0.039 2.283
H 0.717 2.760 -0.584
N -0.129 -0.700 -1.580
P -1.264 0.055 -0.010
*
```

As for the SMILES: C[P@@](N)(=O)ON. The calculation puts the HOMO-LUMO gap at 10.67 eV.

=====

Model 2:
The following is a DFT calculation (the ωB97M-V functional and the def2-TZVPD basis) of a molecular structure, CH7N2O2P.

ORCA input file:
```
! wB97M-V def2-TZVPD RIJCOSX def2/J DEFGRID3
* xyz 0 1
N -0.918 0.672 1.307
H 1.122 -2.252 0.736
O 1.101 2.375 -0.170
H 2.196 -0.901 0.298
H -0.745 -0.042 1.907
O 0.319 -0.860 -0.591
H -0.583 1.525 1.701
N -1.583 0.783 -1.140
P -0.196 0.633 -0.193
H -2.239 1.410 -0.728
H -1.570 0.707 -2.176
H 1.647 -2.464 -0.815
C 1.449 -1.586 -0.137
*
```

The calculation puts the HOMO-LUMO gap (spin up / spin down) at 9.03 / 9.03 eV.

=====

Short version: model 2 is the least stable of them.